# 1
104
Properties=species:S:1:pos:R:3:forces:R:3 method="wB97M-V/def2-TZVPD" homo_ev=-8.6 orbital_gap_ev=8.856 e_lumo_ev=0.208
C 5.354 0.365 3.034 0.20 0.27 -1.08
C 5.342 -0.388 1.614 -0.51 0.36 1.68
C 4.028 0.092 0.878 0.56 0.87 0.95
O 4.094 0.088 -0.566 0.01 -2.03 0.05
Si 4.652 -1.368 -1.223 1.32 0.34 1.19
C 4.072 -2.928 -0.323 -0.15 -0.49 0.12
C 2.559 -2.890 0.137 0.59 0.12 0.33
O 1.907 -4.100 -0.265 -0.44 0.83 0.47
C 0.672 -4.290 0.466 -0.12 -1.13 0.25
C -0.499 -4.650 -0.521 0.58 -0.50 -0.49
O -1.812 -4.462 0.038 0.21 1.08 -1.06
C -2.378 -3.257 -0.428 -0.78 2.07 0.48
C -2.924 -3.087 -1.755 -0.25 0.75 0.46
C -3.542 -1.839 -2.224 1.11 -0.30 3.03
C -3.596 -0.725 -1.282 0.40 -0.71 1.05
C -4.270 0.690 -1.608 0.55 -1.50 -0.60
C -3.333 1.775 -0.952 0.82 -0.23 -0.21
C -4.227 0.798 -3.198 0.62 0.71 0.54
C -5.732 0.604 -1.017 0.43 0.62 0.63
C -6.490 1.974 -0.801 -1.35 0.05 0.23
C -6.213 2.631 0.633 -0.67 -0.08 -0.17
C -6.329 3.022 -1.969 -0.63 -0.09 0.30
C -8.046 1.605 -0.777 0.53 -0.63 -0.83
C -3.039 -0.887 0.078 0.30 -2.45 -1.03
C -2.424 -2.148 0.516 -1.19 1.02 -2.23
O 6.360 -1.250 -1.332 -1.75 1.00 -0.76
Si 6.869 0.214 -2.058 1.38 0.20 -0.08
C 8.370 0.999 -1.175 -0.05 0.70 -0.39
C 7.971 1.842 0.111 1.49 0.15 -0.44
C 8.390 3.354 0.036 -1.11 -0.02 0.50
O 8.675 1.266 1.243 -0.67 0.08 -0.13
C 7.422 -0.061 -3.886 -0.44 0.11 -0.37
P 7.789 1.583 -4.693 2.27 1.31 -0.84
O 9.200 2.010 -4.466 -1.57 -0.47 0.42
O 6.743 2.772 -4.180 0.23 -2.69 -1.05
O 7.587 1.500 -6.357 -0.78 -0.69 1.97
P 3.936 -1.574 -3.348 -0.95 0.65 -0.69
S 3.608 0.180 -4.178 0.25 0.11 -0.19
H 4.309 0.702 3.253 0.92 -0.42 0.27
H 5.991 1.284 2.913 -0.63 -0.78 0.28
H 5.797 -0.259 3.845 -0.54 0.50 -0.61
H 5.320 -1.485 1.868 0.15 1.01 -0.76
H 6.289 -0.089 1.107 -0.90 -0.58 0.08
H 3.883 1.171 1.176 0.09 -1.03 -0.51
H 3.132 -0.458 1.289 0.84 0.35 -0.63
H 4.177 -3.787 -1.043 -0.09 0.74 0.55
H 4.746 -3.174 0.543 -0.67 0.24 -0.85
H 2.565 -2.842 1.264 -0.14 0.17 -1.00
H 1.998 -1.992 -0.265 0.51 -0.81 0.36
H 0.848 -5.212 1.097 -0.29 1.10 -0.29
H 0.448 -3.422 1.143 0.01 -0.68 -0.81
H -0.418 -5.744 -0.783 -0.02 1.11 0.23
H -0.400 -4.060 -1.467 0.04 -0.42 0.78
H -2.899 -3.963 -2.443 0.02 0.77 0.60
H -3.970 -1.767 -3.244 0.46 -0.14 0.93
H -3.479 1.904 0.152 -0.11 0.00 -1.13
H -2.276 1.391 -1.063 -1.01 0.49 0.05
H -3.341 2.770 -1.467 -0.34 -0.84 0.54
H -3.167 0.585 -3.517 -1.06 0.09 0.20
H -4.439 1.844 -3.547 -0.08 -1.08 0.30
H -4.912 0.066 -3.691 0.46 0.73 0.42
H -6.358 -0.096 -1.629 0.62 0.62 0.31
H -5.642 0.125 0.003 -0.17 0.42 -1.02
H -7.104 2.415 1.292 0.97 0.14 -0.60
H -5.335 2.184 1.157 -0.54 0.66 -0.50
H -6.171 3.756 0.574 0.35 -1.14 0.00
H -5.275 3.295 -2.210 -0.88 -0.27 0.17
H -6.871 3.965 -1.667 0.57 -0.92 -0.30
H -6.874 2.621 -2.873 0.84 0.44 0.70
H -8.666 2.536 -0.760 0.40 -0.78 0.38
H -8.286 0.883 0.057 0.31 1.13 -0.87
H -8.322 1.060 -1.730 0.31 0.62 0.82
H -3.074 -0.086 0.851 -0.09 -0.59 -0.97
H -2.023 -2.215 1.551 -0.35 -0.18 -1.01
H 5.811 1.244 -2.108 -0.08 -0.32 0.20
H 8.815 1.727 -1.922 -0.47 -0.85 0.52
H 9.186 0.251 -0.970 -0.85 0.68 0.04
H 6.856 1.804 0.263 1.15 -0.11 0.36
H 7.781 3.876 -0.748 0.84 -0.37 0.45
H 9.489 3.524 -0.079 -0.90 -0.34 -0.24
H 8.094 3.814 1.023 0.31 -0.42 -0.92
H 9.627 1.320 1.048 -0.60 0.02 0.01
H 8.383 -0.648 -3.834 -0.88 0.67 -0.45
H 6.636 -0.587 -4.496 0.75 0.34 0.65
H 5.851 2.368 -4.294 0.22 0.65 0.23
H 7.602 0.573 -6.653 -0.02 0.43 0.06
H 4.820 -2.408 -4.113 -0.40 -0.03 0.59
H 2.686 -2.278 -3.274 0.76 -0.21 0.00
Br -6.271 -0.127 2.867 -0.05 -0.02 0.12
C -7.846 -0.284 3.998 0.06 -0.24 -0.19
C -9.046 -0.737 3.208 -0.29 0.14 0.03
Br -9.804 0.713 2.141 -0.07 -0.17 0.30
H -7.988 0.680 4.480 -0.08 -0.06 -0.14
H -7.581 -1.026 4.749 -0.08 -0.01 -0.10
H -9.850 -1.042 3.876 0.09 0.01 0.01
H -8.822 -1.549 2.520 0.06 0.08 0.07
Br -6.636 0.393 6.904 0.22 0.00 0.32
C -4.866 0.646 7.677 -0.18 0.22 0.06
C -3.837 0.921 6.610 0.25 -0.17 -0.02
Br -3.342 -0.708 5.665 -0.05 0.08 -0.02
H -4.647 -0.243 8.265 0.03 0.05 -0.12
H -4.966 1.502 8.343 0.05 -0.03 -0.07
H -2.911 1.284 7.056 -0.09 -0.01 0.04
H -4.177 1.632 5.860 -0.06 -0.07 0.09



# 2
19
Properties=species:S:1:pos:R:3:forces:R:3 method="wB97M-V/def2-TZVPD" homo_ev=-7.2 orbital_gap_ev=7.966 e_lumo_ev=0.766
C 1.801 0.835 -0.522 -0.03 0.05 -0.10
C 1.010 -0.030 0.488 0.35 0.05 0.06
C -0.588 -1.127 0.649 -0.25 -0.24 -0.08
C -0.707 -1.819 -0.701 0.05 -0.04 -0.02
C -1.685 -0.124 0.845 -0.03 0.06 -0.01
C -0.695 0.762 0.225 -0.16 0.03 -0.15
O -0.516 1.944 0.904 0.14 0.15 -0.04
H 1.581 1.909 -0.502 0.03 -0.16 -0.04
H 1.656 0.492 -1.553 -0.02 0.01 0.15
H 2.868 0.740 -0.292 -0.16 -0.01 -0.06
H 1.198 0.286 1.514 -0.03 -0.03 -0.15
H 1.468 -1.015 0.377 -0.14 0.10 0.03
H -0.502 -1.193 -1.586 -0.08 -0.02 0.15
H -0.044 -2.691 -0.763 -0.01 0.19 0.00
H -1.740 -2.174 -0.816 0.16 0.00 0.07
H -1.894 0.136 1.886 0.00 -0.04 -0.18
H -2.598 -0.258 0.263 0.14 -0.01 0.01
H -0.764 0.852 -0.862 0.09 -0.03 0.20
H 0.151 2.474 0.448 -0.06 -0.06 0.16



# 3
19
Properties=species:S:1:pos:R:3:forces:R:3 method="wB97M-V/def2-TZVPD" homo_ev=-7.8 orbital_gap_ev=8.573 e_lumo_ev=0.727
C -1.164 -1.966 -0.285 0.10 -0.04 0.27
C -1.188 0.207 -0.531 0.12 -0.22 0.30
C 0.217 0.549 -0.243 -0.07 -0.11 -0.19
C 1.235 0.244 -1.320 0.03 0.00 -0.02
C 0.269 1.917 0.430 -0.01 0.21 -0.02
C 0.730 0.722 1.181 0.23 0.09 -0.19
O -0.055 0.339 2.269 -0.06 -0.22 0.02
H -1.755 -1.964 0.626 0.09 -0.11 -0.04
H -0.102 -2.108 -0.104 -0.11 -0.03 0.04
H -1.545 -2.720 -0.985 0.05 0.32 0.04
H -1.787 0.294 0.382 -0.06 0.01 -0.21
H -1.383 -0.950 -1.020 -0.07 0.08 -0.21
H 1.405 -0.836 -1.407 -0.05 0.14 0.02
H 0.873 0.602 -2.288 0.06 0.00 0.08
H 2.203 0.711 -1.112 -0.12 -0.03 0.00
H -0.679 2.342 0.747 0.13 -0.08 -0.04
H 0.984 2.633 0.039 -0.04 -0.11 0.11
H 1.806 0.610 1.331 -0.19 -0.04 -0.05
H -0.067 -0.626 2.289 -0.03 0.14 0.08



# 4
2
Properties=species:S:1:pos:R:3:forces:R:3 method="wB97M-V/def2-TZVPD" homo_ev=-9.7 orbital_gap_ev=5.524 e_lumo_ev=-4.149
S -0.817 0.560 0.795 3.72 -2.55 -3.63
S 0.817 -0.560 -0.795 -3.72 2.55 3.63



# 5
14
Properties=species:S:1:pos:R:3:forces:R:3 method="wB97M-V/def2-TZVPD" homo_ev=-3.4 charge=-1 orbital_gap_ev=7.899 e_lumo_ev=4.467
C 1.395 0.457 -0.793 0.36 1.81 1.44
C -3.230 0.075 0.140 -1.87 -2.09 0.28
C 1.447 -0.638 0.372 0.45 3.38 -0.84
N -1.985 -0.138 0.175 1.70 -0.65 -1.29
O -1.550 -1.301 -0.324 -0.44 0.03 0.42
O 0.929 -1.764 -0.057 -1.72 -3.33 -1.65
H 0.323 0.718 -0.877 0.62 0.49 -0.17
H 2.122 1.374 -0.570 -1.85 -1.42 -0.05
H 1.756 0.163 -1.784 -0.09 -0.84 0.37
H -0.127 -1.604 -0.316 1.00 0.28 1.05
H -3.516 1.049 0.429 -0.67 0.87 0.47
H -4.013 -0.785 0.009 1.38 1.55 -0.25
H 0.955 -0.368 1.321 -0.12 1.03 -0.24
H 2.493 -0.605 0.588 1.24 -1.12 0.44